# 1
The following is a quantum chemistry calculation of 2 unconnected molecules or ions with the total composition C6H15IN3S at a distorted geometry, from OMol25.

Each line ends with the Mulliken charge.
CARTESIAN COORDINATES (ANGSTROEM)
C -0.2343 1.7310 -2.1607  -1.653
H 2.6959 1.2413 2.2059  0.326
H -0.0978 0.5927 2.1341  0.277
C 0.7100 -4.0764 0.4468  -0.726
H -1.8502 0.3878 1.7268  0.392
H -2.1412 2.6697 -0.9258  0.434
N 2.3619 0.2727 1.6614  -0.706
H 1.2769 -3.3990 1.1337  0.230
H 2.5728 -0.4927 2.2588  0.272
C -0.8476 0.5201 1.3204  -0.619
H -0.0027 2.8563 -1.9183  0.344
H -1.1108 1.7468 -2.8352  0.396
H 1.4037 -4.6588 -0.1588  0.318
H -0.0997 -0.7885 -2.1353  0.367
H -2.7736 2.3489 0.7252  0.289
H 0.5794 1.2879 -2.7172  0.486
H -0.4946 -0.5895 1.0653  0.178
N -0.8868 1.3332 0.1355  0.192
H -1.1970 3.3852 0.3329  0.351
C -0.4585 0.7987 -1.0045  0.865
I 3.0868 0.1848 -0.1867  0.115
C -1.8181 2.4676 0.0708  -1.028
H -0.0027 -4.7032 0.8978  0.328
N -0.3312 -0.5081 -1.1368  -0.102
C 0.0239 -1.5416 -0.2299  -0.289
S -0.3645 -3.0669 -0.7062  -0.037

Values from the calculation:
HOMO-LUMO gap in hartree: 0.2883
Max |F| in eV/Å: 5.03
Charge: +1
E in Eh: -1097.36456
Highest occupied orbital energy in eV: -11.75

# 2
The following is a quantum chemistry calculation of 2 unconnected molecules or ions with the total composition C5H13NO2 at a distorted geometry, from OMol25.

Each line ends with the Mulliken charge.
CARTESIAN COORDINATES (ANGSTROEM)
H -3.1865 -0.3994 2.4567  0.376
H -1.1168 -1.5352 -1.1308  0.459
H -2.2690 -1.7231 0.9316  0.251
C -0.8324 0.4230 -2.0421  -0.418
H -0.4935 -1.4218 1.5520  0.243
H 4.4836 0.2926 2.6230  0.310
C -1.4524 -0.4593 -1.0031  -0.891
H -2.4472 -0.6571 -1.2782  0.457
H -1.0064 1.4664 -1.8609  0.294
H -1.4076 0.2715 -3.0185  0.298
C -1.5044 -0.9640 1.3575  -0.155
O 4.7706 1.1978 2.4232  -0.626
C 0.5886 0.1525 -2.0470  0.048
H -1.6471 -0.5524 3.5001  0.334
N -1.3564 0.0851 0.3995  -0.389
H 1.0242 0.4695 -0.9870  0.221
O 1.2251 -0.2846 -2.9450  -0.469
H -2.1355 0.8650 0.4920  0.281
C -2.1507 -0.2660 2.5815  -1.233
H 5.6948 0.8528 2.3360  0.316
H -1.8559 0.8517 2.6806  0.291

Values from the calculation:
HOMO-LUMO gap in hartree: 0.3577
Energy relative to the best compared isomer or geometry (same formula, charge and spin) in eV: 3.261
Max |F| in eV/Å: 3.34
SMILES: CCNCCC=O.O
Charge: 0
E in Eh: -403.45677
Highest occupied orbital energy in eV: -8.95

# 3
The following is a quantum chemistry calculation of a molecular structure, C5H8O2, from OMol25.

Each line ends with the Mulliken charge.
CARTESIAN COORDINATES (ANGSTROEM)
O -2.7670 0.1678 1.8784  -0.580
H 1.8282 0.3713 -0.4280  0.224
H -1.4563 0.8349 -0.7568  0.210
C -0.3334 -0.3661 1.6689  -0.882
O 1.0514 -1.1678 -1.5992  -0.515
C 0.0346 -0.3974 0.3739  0.511
H 0.6059 2.8747 -0.6910  0.175
H 0.1872 -0.5176 2.6087  0.410
C -1.3417 -0.1044 -0.2046  -0.357
C 1.3280 -0.6068 -0.3333  -0.310
H 1.8812 -1.2306 -2.0864  0.300
H -1.7932 -0.9225 -0.7737  0.229
H 0.5305 2.3645 -1.2261  -0.179
C -1.7389 -0.0505 1.2958  0.457
H 1.9834 -1.2494 0.2733  0.306

Values from the calculation:
HOMO-LUMO gap in hartree: 0.3694
Energy relative to the best compared isomer or geometry (same formula, charge and spin) in eV: 2.809
Max |F| in eV/Å: 0.52
Charge: 0
E in Eh: -345.70174
Highest occupied orbital energy in eV: -9.54

# 4
The following is a quantum chemistry calculation of 11 unconnected molecules or ions with the total composition H22O11 at a distorted geometry, from OMol25.

Each line ends with the Mulliken charge.
CARTESIAN COORDINATES (ANGSTROEM)
H -3.7487 -0.5088 0.2704  0.206
H 2.3753 -1.6748 0.9744  0.235
H -2.6807 2.5602 -0.5066  0.386
H 5.0993 0.0052 0.8604  0.284
H 0.7983 -2.8408 -0.5176  0.348
H -0.9637 -0.8148 -2.3056  0.378
H -1.1407 -1.5918 -0.1926  0.149
H 2.8223 1.8522 0.4214  0.270
H -0.9117 3.1592 -0.0626  0.321
O -3.6017 2.7752 -0.4876  -0.623
O -0.7867 2.6162 -0.8046  -0.705
H -0.0077 2.9542 -1.1496  0.240
H -0.6137 1.0832 2.4634  0.310
H 3.6283 0.0472 0.3844  0.416
H -1.5437 -2.6548 -1.0976  0.427
H -2.2457 -0.5288 -1.5346  0.370
H 2.2203 0.9392 1.5274  0.319
H 1.1073 -3.3498 -1.8546  0.267
O -1.8997 -0.7738 -2.4176  -0.662
O -0.5747 0.2192 2.0974  -0.605
H 1.0093 0.1872 -0.2646  0.159
O -1.1657 -2.5398 -0.2696  -0.688
H -2.9877 0.5232 0.8194  0.239
O -2.8727 -0.1258 0.1574  -0.478
H -0.3457 0.2002 1.1874  0.270
H -0.2997 0.8152 -0.7146  0.382
O 4.3623 -0.5368 0.5434  -0.632
O 0.2273 -0.0328 -0.6716  -0.335
O 2.2683 1.1492 0.5954  -0.695
O 1.9353 -1.9738 1.7604  -0.587
H 2.6783 -2.0138 2.3394  0.327
H -3.6257 3.7592 -0.4076  0.309
O 1.4843 -2.8828 -1.1426  -0.601

Values from the calculation:
HOMO-LUMO gap in hartree: 0.3516
Energy relative to the best compared isomer or geometry (same formula, charge and spin) in eV: 2.544
Max |F| in eV/Å: 4.41
SMILES: O.O.O.O.O.O.O.O.O.O.O
Charge: 0
E in Eh: -840.78666
Highest occupied orbital energy in eV: -10.18

> Which of these has the lowest highest occupied orbital energy?

C6H15IN3S

> Which of these has the lowest E?

C6H15IN3S